Below is the ion C3H5N4O2 with charge -1 in a non-equilibrium geometry, with properties calculated with ωB97M-V/def2-TZVPD.

XYZ file:
```
14
Properties=species:S:1:pos:R:3:forces:R:3
C -2.24788 0.10009 -0.10946 -1.5 -0.9 -0.2
C -0.03078 -0.94989 0.26618 3.2 -0.4 0.9
C -0.82108 0.01439 -0.49245 0.8 1.0 -4.1
N -4.34544 -0.02466 -0.42998 0.1 -0.1 0.0
N -3.17932 0.05183 -1.07377 -0.2 0.6 0.3
N -2.81219 -0.06156 1.08665 0.5 0.6 0.5
N -4.13241 -0.09039 0.86803 0.6 -0.1 -0.7
O -0.73988 -0.48513 -1.86900 -3.1 1.1 -0.7
O -0.15316 1.33596 -0.57245 -0.5 -1.2 1.2
H 1.14197 -0.87498 -0.01567 -2.6 -0.1 0.4
H -0.12598 -0.57724 1.29906 0.1 -1.1 0.1
H -0.33793 -1.99382 0.01680 0.0 1.0 0.8
H -1.67186 -0.22446 -2.32367 2.8 -0.8 1.7
H 0.69859 1.16014 -0.14542 -0.2 0.4 -0.3
```
Positions in Å, forces in eV/Å.

As for the spin multiplicity: 1. For the HOMO-LUMO gap, the calculation gives 0.3302 Ha. As for the LUMO energy: 0.138 hartree. As for the net charge: -1.



Below is the ion C3H5N4S with charge -1 in a non-equilibrium geometry, with properties calculated with ωB97M-V/def2-TZVPD.

XYZ file:
```
13
Properties=species:S:1:pos:R:3:forces:R:3
C 0.16593 0.71350 -0.14993 -1.3 -0.4 2.2
C -0.33363 -0.70602 0.27053 1.7 1.1 0.8
N -0.89851 -0.58617 1.59523 -0.9 0.0 1.2
N -0.40006 -1.34994 2.59327 0.8 0.1 -0.4
N -0.98540 -0.97428 3.65638 0.8 -1.8 1.3
N -1.90198 -0.07446 3.44647 -0.7 0.9 0.2
C -1.88321 0.21129 2.15576 -0.1 0.5 -1.2
S -2.90226 1.39865 1.41962 0.4 -0.4 -0.4
H 1.22146 0.93338 0.15391 -1.0 -0.3 -0.6
H -0.17268 0.97784 -1.10483 0.4 0.3 -1.8
H -0.55631 1.29907 0.44768 0.8 0.6 -0.2
H -1.07335 -1.19133 -0.33767 0.0 0.0 -0.8
H 0.60751 -1.26546 0.40374 -0.9 -0.6 -0.1
```
Positions in Å, forces in eV/Å.

As for the spin multiplicity: 1. For the HOMO-LUMO gap, the calculation gives 0.2625 Ha. As for the LUMO energy: 0.139 hartree. As for the net charge: -1.



Below is the molecule C3H5N5 in a non-equilibrium geometry, with properties calculated with ωB97M-V/def2-TZVPD.

XYZ file:
```
13
Properties=species:S:1:pos:R:3:forces:R:3
H -2.23306 1.39199 -0.15797 -2.2 -0.9 -0.3
N -1.32744 1.72771 -0.10192 3.1 -0.3 -0.7
C -0.40802 0.84856 -0.23511 -0.1 -2.0 1.9
N 0.91511 1.31133 0.06962 1.1 -0.1 0.2
N 1.90504 0.58275 0.30654 -3.0 -1.9 -1.6
N 1.75151 -0.87833 -0.02668 0.2 -0.8 -0.4
C 0.59391 -1.44144 -0.25669 -0.5 2.3 1.7
N -0.55694 -0.66325 -0.18497 -0.2 3.1 0.3
C -1.88596 -1.08483 0.28588 -0.4 0.4 1.7
H 0.33026 -2.53585 -0.36051 1.2 1.1 0.0
H -2.52368 -0.98071 -0.59959 -0.4 -1.0 0.4
H -2.35161 -0.25287 1.03600 1.5 -2.0 -1.4
H -1.83237 -2.11769 0.87942 -0.3 2.2 -1.8
```
Positions in Å, forces in eV/Å.

As for the spin multiplicity: 1. For the HOMO-LUMO gap, the calculation gives 0.3363 Ha. As for the LUMO energy: -0.013 hartree.



Below is the molecule C3H5N5O in a non-equilibrium geometry, with properties calculated with ωB97M-V/def2-TZVPD.

XYZ file:
```
14
Properties=species:S:1:pos:R:3:forces:R:3
C -2.94970 -0.71620 1.53978 -1.2 0.2 -1.0
O -1.55475 -0.78080 1.26056 0.1 1.0 -1.1
N -1.34152 0.26067 0.25974 0.7 -0.8 0.1
C -0.12832 0.19018 -0.20223 -2.0 0.7 0.4
N 0.21020 1.13618 -1.19527 0.9 0.1 0.1
N 1.42375 1.23277 -1.52560 -0.9 0.1 -0.4
C 2.38762 0.37806 -0.96261 0.5 0.7 -0.6
N 2.12743 -0.52421 -0.11443 -0.4 -1.1 0.5
N 0.81036 -0.68141 0.19571 1.4 0.3 -0.5
H -3.21363 0.25260 2.00135 0.2 -0.5 0.0
H -3.57448 -0.77008 0.57810 1.0 -0.1 1.2
H -3.21758 -1.56373 2.18392 0.3 0.3 -0.1
H 3.41064 0.54668 -1.36259 -0.9 -0.3 0.7
H 0.56394 -1.29928 0.92410 0.1 -0.8 0.8
```
Positions in Å, forces in eV/Å.

As for the spin multiplicity: 1. For the HOMO-LUMO gap, the calculation gives 0.2912 Ha. As for the LUMO energy: -0.034 hartree.



Below is the molecule C3H5N5O in a non-equilibrium geometry, with properties calculated with ωB97M-V/def2-TZVPD.

XYZ file:
```
14
Properties=species:S:1:pos:R:3:forces:R:3
N -0.70974 1.96001 1.30565 -1.2 1.4 -0.4
C -0.13443 0.99353 0.58666 4.1 -2.8 0.1
C 1.16488 0.48948 0.94740 -1.0 -0.7 -0.4
N 1.66230 -0.70957 0.47849 -2.7 -0.5 -2.1
N 0.93260 -1.41636 -0.37814 1.0 1.8 1.8
C -0.32054 -0.89542 -0.86321 3.1 -1.7 0.1
N -0.94411 -1.59398 -1.72970 -2.0 3.1 0.9
O -0.51262 -2.81771 -1.95301 2.5 -2.2 -0.4
N -0.70293 0.38158 -0.47157 -1.3 0.2 -0.2
H -0.21542 2.22041 2.12871 0.5 -0.1 0.5
H -0.90407 2.78960 0.77472 -0.7 0.3 -0.2
H 1.86819 0.93314 1.64565 -0.7 0.4 0.1
H 0.46034 -2.87626 -1.67247 -1.5 0.1 -0.1
H -1.64445 0.54155 -0.79917 -0.3 0.7 0.4
```
Positions in Å, forces in eV/Å.

As for the spin multiplicity: 1. For the HOMO-LUMO gap, the calculation gives 0.2739 Ha. As for the LUMO energy: -0.010 hartree.



Below is a cluster of 2 separate species, C3H5N5O2 in total in a non-equilibrium geometry, with properties calculated with ωB97M-V/def2-TZVPD.

XYZ file:
```
15
Properties=species:S:1:pos:R:3:forces:R:3
O -1.55695 0.87348 -2.01226 0.2 0.5 -1.5
N -1.62024 -0.02920 -1.24650 -0.8 -0.8 2.5
O -2.09923 -1.14114 -1.37868 0.6 0.3 -0.5
C -1.25880 0.32863 0.14411 0.2 3.1 0.5
N -0.68765 -0.38127 1.08462 -1.0 -2.1 1.0
N -0.60824 0.30512 2.15654 0.7 2.0 0.0
N -1.03486 1.58323 1.79960 0.8 -1.5 0.6
N -1.42984 1.59221 0.56533 -0.4 0.4 -1.2
H -0.79349 2.43792 2.38402 -0.9 -1.6 -1.1
C 1.63717 -1.16052 0.02511 -0.6 0.3 -2.0
C 2.10533 -0.71578 -1.13966 -2.5 -2.9 -0.9
H 1.94761 -0.68613 0.91552 0.5 0.0 1.1
H 0.75740 -1.78859 0.02974 0.4 -0.3 0.3
H 1.72046 -1.09334 -2.13795 0.4 0.4 1.4
H 2.92133 -0.12462 -1.18955 2.4 2.2 -0.2
```
Positions in Å, forces in eV/Å.

As for the spin multiplicity: 1. For the HOMO-LUMO gap, the calculation gives 0.3502 Ha. As for the LUMO energy: -0.020 hartree.